Entry 1:
Formula: C5H9FN
Source: the Open Molecules 2025 dataset
Level of theory: ωB97M-V with the def2-TZVPD basis set

Last columns: bonded neighbours and bond lengths (Å).
CARTESIAN COORDINATES (ANGSTROEM)
1 C -1.19 -0.97 0.76  C4 1.589, C5 1.483, H8 1.060, H9 1.077
2 C 0.70 -0.45 -0.82  C4 1.517, N6 1.554, H10 1.114, H11 1.126
3 C -0.23 1.52 0.01  C5 1.816, N6 1.454, H12 1.080, H13 1.116
4 C -0.77 -0.83 -0.77  C1 1.589, C2 1.517, C5 1.485, H14 1.131
5 C -1.51 0.24 -0.05  C1 1.483, C3 1.816, C4 1.485, F7 1.298
6 N 0.94 0.67 0.22  C2 1.554, C3 1.454, H15 1.078, H16 1.009
7 F -2.74 0.56 -0.29  C5 1.298
8 H -2.03 -1.59 0.94  C1 1.060
9 H -0.28 -0.92 1.33  C1 1.077
10 H 1.22 -1.38 -0.51  C2 1.114
11 H 1.20 -0.24 -1.81  C2 1.126
12 H -0.37 2.02 -0.93  C3 1.080
13 H -0.37 2.24 0.85  C3 1.116
14 H -1.22 -1.29 -1.70  C4 1.131
15 H 1.07 0.39 1.25  N6 1.078
16 H 1.88 1.02 0.08  N6 1.009

Properties
max |F|: 4.89 eV/Å
total charge: +1
energy relative to the best compared isomer or geometry (same formula, charge and spin): 1.6805 eV
E_LUMO: -3.7 eV
SMILES: F[C@]12C[NH2+]C[C@H]1C2
HOMO energy: -14.51 eV



Entry 2:
Formula: C24H26N4O3S
Source: the Open Molecules 2025 dataset
Level of theory: ωB97M-V with the def2-TZVPD basis set

Last columns: bonded neighbours and bond lengths (Å).
CARTESIAN COORDINATES (ANGSTROEM)
1 C 1.21 2.01 4.48  C2 1.501, H56 1.089, H57 1.090, H58 1.087
2 C 0.86 0.70 3.84  C1 1.501, C3 1.388, C7 1.395
3 C -0.43 0.20 3.96  C2 1.388, C4 1.381, H55 1.081
4 C -0.76 -1.02 3.41  C3 1.381, C5 1.381, H54 1.080
5 C 0.18 -1.73 2.69  C4 1.381, C6 1.392, H53 1.077
6 C 1.47 -1.24 2.52  C5 1.392, C7 1.405, N12 1.408
7 C 1.83 -0.03 3.14  C2 1.395, C6 1.405, C8 1.502
8 C 3.25 0.45 3.13  C7 1.502, H9 1.090, H10 1.085, H11 1.088
9 H 3.39 1.27 2.42  C8 1.090
10 H 3.92 -0.36 2.85  C8 1.085
11 H 3.53 0.81 4.11  C8 1.088
12 N 2.45 -1.92 1.77  C6 1.408, C13 1.443, C46 1.452
13 C 2.34 -3.35 1.59  N12 1.443, H14 1.096, C15 1.555, H52 1.090
14 H 3.35 -3.72 1.42  C13 1.096
15 C 1.43 -3.76 0.40  C13 1.555, N16 1.446, H50 1.091, H51 1.096
16 N 1.19 -2.58 -0.41  C15 1.446, C17 1.350, C44 1.438
17 C -0.07 -2.13 -0.56  N16 1.350, O18 1.225, C19 1.477
18 O -1.04 -2.82 -0.28  C17 1.225
19 C -0.28 -0.77 -1.10  C17 1.477, N20 1.331, C23 1.408
20 N 0.57 0.25 -1.00  C19 1.331, N21 1.323
21 N -0.03 1.31 -1.52  N20 1.323, C22 1.358, C40 1.434
22 C -1.27 1.01 -1.98  N21 1.358, C23 1.393, C35 1.450
23 C -1.47 -0.34 -1.71  C19 1.408, C22 1.393, C24 1.474
24 C -2.67 -1.10 -2.11  C23 1.474, H25 1.089, H26 1.086, S27 1.820
25 H -3.55 -0.87 -1.52  C24 1.089
26 H -2.49 -2.17 -2.10  C24 1.086
27 S -3.02 -0.50 -3.79  C24 1.820, O28 1.439, O29 1.437, C30 1.803
28 O -1.87 -0.73 -4.63  S27 1.439
29 O -4.29 -0.97 -4.26  S27 1.437
30 C -3.14 1.28 -3.51  S27 1.803, C31 1.377, C35 1.396
31 C -4.09 2.00 -4.19  C30 1.377, C32 1.387, H39 1.079
32 C -4.16 3.38 -4.01  C31 1.387, C33 1.386, H38 1.079
33 C -3.26 4.00 -3.15  C32 1.386, C34 1.384, H37 1.080
34 C -2.30 3.27 -2.47  C33 1.384, C35 1.395, H36 1.078
35 C -2.22 1.89 -2.65  C22 1.450, C30 1.396, C34 1.395
36 H -1.64 3.77 -1.79  C34 1.078
37 H -3.32 5.07 -3.00  C33 1.080
38 H -4.90 3.96 -4.53  C32 1.079
39 H -4.77 1.48 -4.84  C31 1.079
40 C 0.70 2.55 -1.59  N21 1.434, H41 1.090, H42 1.089, H43 1.093
41 H 0.54 3.02 -2.56  C40 1.090
42 H 1.75 2.31 -1.47  C40 1.089
43 H 0.40 3.22 -0.79  C40 1.093
44 C 2.41 -1.87 -0.70  N16 1.438, H45 1.087, C46 1.547, H49 1.096
45 H 2.23 -1.10 -1.45  C44 1.087
46 C 2.97 -1.25 0.60  N12 1.452, C44 1.547, H47 1.098, H48 1.088
47 H 4.06 -1.31 0.59  C46 1.098
48 H 2.67 -0.20 0.64  C46 1.088
49 H 3.12 -2.61 -1.11  C44 1.096
50 H 0.46 -4.14 0.72  C15 1.091
51 H 1.92 -4.52 -0.21  C15 1.096
52 H 1.97 -3.79 2.52  C13 1.090
53 H -0.11 -2.67 2.25  C5 1.077
54 H -1.76 -1.41 3.52  C4 1.080
55 H -1.17 0.77 4.49  C3 1.081
56 H 1.71 2.67 3.78  C1 1.089
57 H 1.89 1.85 5.33  C1 1.090
58 H 0.32 2.50 4.85  C1 1.087

Properties
max |F|: 1.02 eV/Å
total charge: 0
energy relative to the best compared isomer or geometry (same formula, charge and spin): 1.6777 eV
E_LUMO: 0.2 eV
SMILES: Cc1cccc(N2CCN(C(=O)c3nn(C)c4c3CS(=O)(=O)c3ccccc3-4)CC2)c1C
HOMO energy: -7.80 eV



> Among the records above, which one has the lowest energy relative to the best compared isomer or geometry (same formula, charge and spin)?

C24H26N4O3S